No. 1
C4H15N2O | the ωB97M-V functional and the def2-TZVPD basis

LUMO energy = -0.117 Eh
ΔE to the lowest compared entry with this formula, charge and spin = 127.4 kJ/mol
Net charge = +1
Kohn-Sham gap = 9.308 eV

Last column: Mulliken charge in e.
Cartesian coordinates (Å):
C -0.157 -1.278 -0.095  -0.293
N -1.436 -1.342 0.489  -0.417
C 0.451 0.127 0.086  0.087
N 1.734 0.269 -0.732  -0.159
C 2.521 -0.947 -1.145  -0.921
C -0.491 1.215 -0.365  -1.226
H -0.191 -1.446 -1.181  0.252
H 0.553 -2.004 0.341  0.220
H -2.058 -2.117 0.362  0.175
H -1.751 -0.698 1.189  0.114
H 0.757 0.287 1.113  0.224
H 2.337 0.930 -0.244  0.407
H 1.494 0.769 -1.592  0.410
H 1.956 -1.460 -1.911  0.367
H 2.614 -1.600 -0.286  0.375
H 3.467 -0.580 -1.533  0.371
H -1.327 1.292 0.327  0.157
H -0.919 1.007 -1.344  0.389
H 0.000 2.189 -0.439  0.476
H -3.180 2.221 2.983  0.310
H -3.526 1.592 1.640  0.328
O -2.849 1.576 2.338  -0.647

Atomic forces in eV per Å
C 0.976 0.181 0.006
N -1.058 0.307 0.134
C -0.346 -0.387 -0.178
N 0.003 0.221 -0.514
C -0.344 0.325 0.338
C -0.184 0.415 -0.052
H -0.168 -0.199 0.032
H -0.110 0.017 -0.188
H 0.328 -0.200 -0.169
H 0.294 0.085 0.193
H 0.009 -0.056 0.264
H 0.111 -0.144 0.159
H -0.146 -0.096 0.014
H 0.022 -0.063 -0.167
H 0.365 0.023 0.040
H 0.080 -0.273 0.066
H 0.148 0.179 0.054
H 0.017 -0.251 -0.178
H -0.013 -0.001 0.260
H 0.214 -0.261 -0.119
H 0.266 -0.039 0.372
O -0.463 0.219 -0.367

***

No. 2
C12H17BCl2NO | the ωB97M-V functional and the def2-TZVPD basis

LUMO energy = -0.135 Eh
Net charge = +1
Kohn-Sham gap = 8.480 eV

Last column: Mulliken charge in e.
Cartesian coordinates (Å):
C -3.846 -0.574 0.747  -1.110
C -3.283 -1.485 1.870  -0.335
B -1.814 -1.838 1.485  0.156
O -1.459 -2.823 0.617  -0.580
C -0.544 -1.019 2.015  0.039
C 0.443 -0.608 0.976  -0.302
N 1.642 -0.666 1.414  0.190
C 1.650 -1.025 2.855  -0.523
C 0.414 -1.911 2.868  -0.875
H -3.543 0.463 0.901  0.337
H -4.933 -0.609 0.722  0.338
H -3.483 -0.861 -0.243  0.294
H -3.914 -2.368 1.994  0.360
H -3.307 -0.933 2.812  0.280
H -2.160 -3.468 0.434  0.326
H -0.821 -0.137 2.611  0.278
H 0.229 -0.329 -0.050  0.411
H 2.455 -0.482 0.833  0.223
H 2.594 -1.397 3.237  0.444
H 1.413 -0.086 3.368  0.286
H 0.075 -2.236 3.847  0.377
H 0.625 -2.773 2.228  0.352
Cl 2.356 2.470 -0.146  -0.198
C 2.041 2.375 -1.850  0.198
C 2.085 1.159 -2.518  0.553
Cl 2.481 -0.300 -1.652  -0.249
C 1.817 1.082 -3.873  -0.482
C 1.508 2.240 -4.568  -0.457
C 1.466 3.459 -3.907  -0.517
C 1.730 3.530 -2.550  -0.411
H 1.858 0.125 -4.373  0.410
H 1.303 2.185 -5.628  0.385
H 1.225 4.363 -4.449  0.384
H 1.698 4.474 -2.025  0.416

Atomic forces in eV per Å
C 0.106 0.042 -0.026
C 0.079 0.085 0.098
B -0.021 0.079 -0.104
O -0.156 -0.369 0.195
C 0.061 -0.401 0.090
C -0.328 0.034 -0.040
N 0.176 -0.096 0.041
C -0.264 0.392 0.181
C 0.176 0.114 -0.336
H -0.047 -0.004 0.009
H 0.016 0.064 0.029
H -0.102 -0.092 0.007
H 0.037 -0.021 -0.078
H -0.135 -0.089 0.034
H 0.168 0.309 -0.155
H -0.060 0.080 -0.182
H 0.123 0.079 0.047
H -0.050 0.279 0.050
H 0.046 -0.268 -0.381
H 0.239 -0.084 0.220
H -0.128 0.213 0.017
H -0.012 -0.266 0.394
Cl -0.011 0.043 0.002
C -0.042 -0.028 -0.032
C 0.003 0.038 0.191
Cl 0.090 -0.163 -0.264
C 0.028 0.007 -0.027
C -0.002 0.026 0.008
C -0.005 -0.020 -0.030
C 0.003 0.023 0.030
H 0.006 -0.011 0.010
H -0.004 0.001 -0.003
H 0.004 0.004 -0.002
H 0.007 0.000 0.007

***

no.,E_HOMO (eV)
1,-12.482
2,-12.152